Here is the molecule C4H8N2O at a distorted geometry from the Open Molecules 2025 dataset. Energies are from wB97M-V/def2-TZVPD.

Orbital gap, eV: 9.69
Electronic energy, eV: -9301.12723
SMILES string: C=NN(O)C(=C)C
ΔE to the lowest compared entry with this formula, charge and spin, kcal/mol: 121.4

Structure (XYZ):
```
15
Properties=species:S:1:pos:R:3:forces:R:3
O 0.8599 -0.6753 1.6333 0.048 0.761 -0.122
N 1.1577 0.5057 -0.5440 1.908 -1.756 0.893
N 0.5598 -0.6289 0.2568 0.914 2.137 -1.294
C 2.1676 1.1116 -0.0795 0.311 -1.198 0.158
C -1.5615 0.3489 0.9159 0.521 -0.907 -0.601
C -1.1911 -0.5167 -1.4069 0.094 0.325 -0.365
C -0.7380 -0.1530 -0.0227 -3.263 -0.795 1.448
H 2.5618 0.9672 0.9220 -0.105 -0.174 0.150
H 1.1602 -1.5802 1.7944 0.022 0.145 -0.374
H -1.2986 0.3835 1.9589 0.277 0.210 0.059
H -2.2109 -0.1838 -1.5713 -0.177 -0.083 0.113
H -2.5961 0.5212 0.6825 -0.141 0.271 -0.239
H -1.1264 -1.5995 -1.5512 -0.046 0.112 0.086
H -0.5808 -0.0457 -2.1811 0.048 -0.107 0.180
H 2.8366 1.5451 -0.8072 -0.409 1.059 -0.092
```
Forces are in eV/Å.



Here is a structure of composition C12H10AlBrF5 at a distorted geometry from the Open Molecules 2025 dataset. Energies are from wB97M-V/def2-TZVPD.

Orbital gap, eV: 4.42
Net charge: -1
Electronic energy, eV: -102832.62250
ΔE to the lowest compared entry with this formula, charge and spin, kcal/mol: 69.3

Structure (XYZ):
```
29
Properties=species:S:1:pos:R:3:forces:R:3
Br -2.2824 -1.7662 1.4416 0.408 0.413 0.944
Al -0.6800 -0.2104 2.0265 2.106 -1.444 -3.338
F 2.3792 0.3374 2.0876 -1.239 -0.740 0.891
F 2.5802 -1.8179 3.8447 0.047 -0.159 0.187
F 0.9771 -2.8441 2.7601 0.621 1.432 0.107
F 2.8052 -2.2708 1.7287 -0.820 0.879 0.734
F 0.5450 0.0076 3.5342 0.124 0.166 1.476
C 1.8077 -0.7969 -1.3405 -0.265 0.189 -0.421
C -0.2424 -1.8099 -1.7431 0.010 0.784 -0.382
C -1.6782 1.5477 -0.1832 0.362 -0.804 0.349
C -0.9971 1.5240 1.1329 0.213 -0.523 -0.287
C 1.2882 -0.2670 -2.5686 0.039 -0.195 0.469
C 0.0214 -0.8832 -2.7981 0.109 -0.255 0.398
C 1.9261 -1.8433 2.6674 0.764 -2.437 0.350
C 0.8736 -1.7532 -0.8800 -0.257 0.128 0.405
C 0.3196 2.1670 0.9554 -0.704 0.025 -0.549
C 0.4510 2.4171 -0.4037 -0.548 0.519 0.903
C 1.3456 -0.5133 2.3537 -0.875 0.601 -2.876
C -0.7660 2.0454 -1.0935 -0.495 0.348 1.007
H 0.9877 -2.3840 -0.0111 0.055 -0.049 0.182
H -1.5510 1.3756 2.0868 -0.742 2.103 0.148
H 1.0127 2.3790 1.7660 -0.074 -0.003 -0.388
H 1.2631 2.9882 -0.8589 -0.121 -0.573 0.146
H 1.7925 0.4963 -3.1935 -0.493 -0.523 0.409
H 2.6940 -0.4655 -0.7645 -0.460 -0.311 -0.690
H -2.6604 1.0632 -0.3646 0.892 0.595 0.011
H -1.2064 -2.3136 -1.5276 0.849 0.163 -0.377
H -0.6854 -0.6794 -3.6027 0.298 0.079 0.045
H -0.9818 2.2648 -2.1342 0.199 -0.409 0.148
```
Forces are in eV/Å.



Here is a cluster of 2 separate species, C6H11FNS in total at a distorted geometry from the Open Molecules 2025 dataset. Energies are from wB97M-V/def2-TZVPD.

Orbital gap, eV: 9.70
Net charge: +1
Electronic energy, eV: -21430.67793
ΔE to the lowest compared entry with this formula, charge and spin, kcal/mol: 47.3

Structure (XYZ):
```
20
Properties=species:S:1:pos:R:3:forces:R:3
S 0.3666 -3.4375 1.2400 1.928 -2.028 1.271
F 0.8730 -2.7831 -0.1865 0.303 -0.206 0.152
N -0.3129 -0.0858 -0.5563 2.979 -1.505 1.569
C -1.8996 -0.9830 1.3258 -1.095 -1.365 -1.541
C -1.1380 -0.1901 -1.7039 -3.651 -1.319 -3.445
C 1.1884 1.9419 -0.1088 0.872 0.673 -0.405
C -1.0978 -0.1300 0.7049 -1.061 2.643 2.318
C 2.2327 2.9376 0.1119 -0.043 -0.506 -0.857
C 0.4571 1.0909 -0.5047 -0.078 -0.732 0.157
H 1.5149 -4.4311 1.6803 -2.166 2.250 -1.426
H -0.6502 -0.8839 -2.4527 -0.798 0.779 0.832
H -2.1735 -1.9946 0.9548 0.720 0.597 0.142
H -1.4154 0.7515 -2.2401 0.794 -0.473 0.884
H -1.0721 0.9212 1.0917 0.014 -1.207 -0.181
H 2.1955 3.6851 -0.7059 0.255 -0.395 0.581
H 0.4113 -0.9059 -0.6429 -1.512 1.301 0.729
H 2.1205 3.3886 1.0646 -0.243 0.711 0.817
H -2.6368 -0.6930 2.1045 1.295 0.319 -0.277
H 3.1817 2.3892 0.1538 -0.055 0.321 -0.341
H -2.1454 -0.5879 -1.3305 1.541 0.144 -0.980
```
Forces are in eV/Å.